Record 1
ORCA calculation (ωB97M-V with the def2-TZVPD basis set) on AlH12O6 as an isolated structure in a non-equilibrium geometry.

Its net charge is +3. The value obtained for the total energy is -700.0988 hartree. The calculation puts the LUMO energy at -11.757 eV. The calculation puts the energy above the lowest of the compared OMol25 structures with the same formula, charge and spin at 0.0 kJ/mol.

The geometry in XYZ format:
```
19
Properties=species:S:1:pos:R:3:lowdin_charge:R:1
Al -17.4256 21.2465 3.3535 -0.254
O -18.3982 22.4557 2.2569 0.193
O -18.4317 21.7567 4.8074 0.203
O -16.1347 22.5322 3.7292 0.201
O -16.4724 19.9635 4.2524 0.186
O -16.5305 20.6664 1.8151 0.186
O -18.7379 19.9196 2.9760 0.175
H -15.9808 19.8860 1.8057 0.157
H -19.0934 19.5691 2.1170 0.207
H -16.4963 20.0126 5.2369 0.192
H -19.1271 22.1851 1.6889 0.169
H -19.3004 21.3509 4.8960 0.166
H -19.1120 19.4309 3.6994 0.148
H -16.1549 23.4544 3.4239 0.183
H -15.3328 22.3773 4.2243 0.166
H -15.6271 19.5319 4.0490 0.184
H -16.0734 21.2514 1.1934 0.180
H -18.3049 23.3982 2.1118 0.168
H -18.2374 22.0779 5.7016 0.190
```

Record 2
ORCA calculation (ωB97M-V with the def2-TZVPD basis set) on AlH4O2 as an isolated structure in a non-equilibrium geometry.

Its net charge is +3. The value obtained for the total energy is -393.6219 hartree. The calculation puts the LUMO energy at -23.327 eV. The calculation puts the energy above the lowest of the compared OMol25 structures with the same formula, charge and spin at 318.6 kJ/mol.

The geometry in XYZ format:
```
7
Properties=species:S:1:pos:R:3:lowdin_charge:R:1
Al 0.0817 -0.0202 -2.2270 1.945
O 1.4002 -1.1307 0.2153 0.238
O -1.3853 1.1622 0.0017 0.218
H -1.0957 1.6990 0.7395 0.150
H 1.1837 -2.0232 0.4853 0.147
H -2.3409 1.2071 0.0327 0.149
H 2.1563 -0.8942 0.7525 0.154
```

Record 3
ORCA calculation (ωB97M-V with the def2-TZVPD basis set) on AlH6O3 as an isolated structure in a non-equilibrium geometry.

Its net charge is +3. The value obtained for the total energy is -470.1574 hartree. The calculation puts the LUMO energy at -21.907 eV. The calculation puts the energy above the lowest of the compared OMol25 structures with the same formula, charge and spin at 456.1 kJ/mol.

The geometry in XYZ format:
```
10
Properties=species:S:1:pos:R:3:lowdin_charge:R:1
Al 0.8835 0.2721 1.6457 1.897
O -0.1180 2.5471 0.2348 0.065
O -0.6487 -0.1428 -0.7120 0.049
O 0.7080 -2.4253 0.6783 0.100
H -1.0878 -0.8811 -1.1957 0.151
H -1.0805 2.4943 0.0384 0.134
H 0.1578 3.4569 -0.0461 0.169
H 1.0772 -3.2743 1.0378 0.171
H -0.4747 0.5406 -1.3955 0.127
H 0.5831 -2.5875 -0.2856 0.138
```

Record 4
ORCA calculation (ωB97M-V with the def2-TZVPD basis set) on AlN2O6 as an isolated structure in a non-equilibrium geometry.

Its net charge is +1. The value obtained for the total energy is -802.5625 hartree. The calculation puts the LUMO energy at -11.316 eV. The calculation puts the energy above the lowest of the compared OMol25 structures with the same formula, charge and spin at 528.0 kJ/mol.

The geometry in XYZ format:
```
9
Properties=species:S:1:pos:R:3:lowdin_charge:R:1
Al -0.9382 0.1980 -1.9065 1.138
O -0.0963 2.7532 2.1292 0.266
O -0.2524 -2.6794 -1.7566 0.031
O -0.2418 2.3286 -0.0449 0.015
O 1.4974 3.1141 1.0602 0.265
O -1.0081 -2.3879 0.2196 0.120
O 0.8944 -3.3128 -0.0713 0.222
N -0.1306 -2.8407 -0.5495 -0.586
N 0.2757 2.8269 0.9196 -0.471
```

Record 5
ORCA calculation (ωB97M-V with the def2-TZVPD basis set) on AlO12S3 as an isolated structure in a non-equilibrium geometry.

Its net charge is -3. The value obtained for the total energy is -2339.5224 hartree. The calculation puts the LUMO energy at 3.747 eV. The calculation puts the energy above the lowest of the compared OMol25 structures with the same formula, charge and spin at 344.5 kJ/mol.

The geometry in XYZ format:
```
16
Properties=species:S:1:pos:R:3:lowdin_charge:R:1
S 0.8981 -2.2093 3.3040 0.149
S -2.5966 2.2391 -1.0065 0.051
S 2.1175 0.5031 -2.1640 0.211
Al -2.2689 -2.6488 -0.8636 0.916
O 0.4232 -1.6762 2.0362 -0.361
O -1.6801 1.6981 -0.0422 -0.253
O 1.6322 1.6339 -2.9402 -0.301
O 2.0909 0.8605 -0.7101 -0.237
O 3.5217 0.2435 -2.5639 -0.415
O -0.1072 -3.2023 3.7825 -0.470
O -3.4862 3.0535 -0.2569 -0.350
O 1.2448 -0.6939 -2.2848 -0.370
O 1.1110 -1.0069 4.1048 -0.379
O -3.2185 1.1460 -1.7395 -0.443
O 2.1559 -3.0139 3.2431 -0.454
O -1.8378 3.0737 -1.8991 -0.294
```

Record 6
ORCA calculation (ωB97M-V with the def2-TZVPD basis set) on ArH16O8 as an isolated structure.

Its net charge is 0. The value obtained for the total energy is -1139.0115 hartree. The calculation puts the LUMO energy at -0.390 eV. The calculation puts the energy above the lowest of the compared OMol25 structures with the same formula, charge and spin at 52.9 kJ/mol.

The geometry in XYZ format:
```
25
Properties=species:S:1:pos:R:3:lowdin_charge:R:1
Ar -0.1769 -0.1766 -0.8492 0.139
O 2.6313 -1.3522 1.6818 -0.038
O 3.7740 -1.0796 -3.0881 -0.060
O -4.5693 -0.2843 -0.3550 -0.059
O 3.2681 0.5776 -0.8784 -0.052
O 0.6447 -3.3807 0.9670 -0.070
O -2.5404 1.9390 -1.7550 -0.071
O -2.1918 2.6961 1.3217 -0.057
O -2.5391 -0.0991 1.9833 -0.052
H 4.6912 -1.2561 -2.8791 0.027
H -1.2579 2.8707 1.2050 0.028
H 3.4320 -0.6362 -2.3118 -0.031
H -2.2655 1.7429 1.2743 -0.025
H -1.7548 1.7398 -2.2644 0.002
H 4.1658 0.4984 -0.5559 0.062
H 2.3871 -0.8998 2.4893 0.054
H -2.3548 2.7858 -1.3490 0.025
H 0.5585 -3.4221 0.0146 0.022
H 3.1325 1.5194 -0.9821 0.064
H -2.3725 0.1229 2.8994 0.051
H -2.1665 -0.9743 1.8768 0.047
H -3.7130 -0.1424 -0.7585 -0.002
H -4.7264 0.5075 0.1594 0.026
H 1.2329 -2.6418 1.1228 -0.033
H 2.7107 -0.6550 1.0308 0.004
```